(1)
{
  "formula": "C36H51BeCl3N3O6SSi",
  "method": "ωB97M-V/def2-TZVPD",
  "species": ["Be", "O", "C", "C", "C", "C", "C", "C", "C", "C", "N", "H", "H", "H", "H", "H", "H", "H", "H", "H", "H", "H", "Cl", "C", "C", "C", "C", "C", "C", "N", "C", "C", "N", "C", "O", "C", "C", "C", "Cl", "S", "C", "C", "C", "Cl", "C", "H", "H", "H", "H", "H", "H", "H", "H", "H", "H", "H", "H", "H", "C", "C", "C", "C", "O", "Si", "O", "O", "C", "C", "C", "C", "O", "C", "C", "C", "C", "H", "H", "H", "H", "H", "H", "H", "H", "H", "H", "H", "H", "H", "H", "H", "H", "H", "H", "H", "H", "H", "H", "H", "H", "H", "H", "H"],
  "xyz": [[0.81361, -1.02260, 0.74459], [1.90131, -2.00960, -0.10611], [3.21261, -2.10060, 0.42379], [3.37131, -3.23480, 1.43759], [2.13461, -3.42220, 2.32079], [1.79861, -2.21040, 3.13069], [1.98291, -2.21370, 4.51019], [1.56941, -1.12430, 5.25379], [0.95381, -0.07060, 4.59459], [0.83821, -0.12990, 3.22029], [1.27981, -1.15460, 2.49789], [1.62831, -2.85800, -0.46321], [3.40191, -1.13760, 0.89639], [3.92871, -2.22630, -0.39771], [4.23581, -3.01620, 2.06559], [3.56351, -4.17410, 0.91819], [2.32261, -4.26060, 2.99189], [1.25941, -3.66390, 1.71559], [2.42801, -3.07030, 4.99129], [1.70411, -1.10480, 6.32229], [0.57181, 0.77610, 5.13659], [0.35161, 0.65100, 2.66219], [7.61011, 2.94660, -2.85811], [5.90971, 3.18050, -2.94621], [5.04871, 2.14410, -2.61961], [3.68291, 2.34750, -2.68991], [3.13991, 3.56690, -3.07961], [1.64601, 3.81330, -3.17131], [0.82531, 3.45500, -1.88941], [1.30011, 2.42460, -0.99961], [2.21191, 2.63140, -0.00701], [2.28321, 1.47180, 0.70329], [1.42521, 0.56560, 0.16179], [0.85801, 1.16690, -0.86501], [1.02801, 3.35010, -4.35211], [0.93381, 1.97130, -4.63031], [2.22101, 1.30400, -5.01751], [3.16631, 1.83820, -5.84671], [3.10711, 3.36380, -6.60651], [4.53611, 0.79580, -6.03971], [3.81161, -0.37730, -5.01181], [2.60191, 0.02110, -4.54951], [4.03121, 4.58890, -3.42381], [3.47211, 6.12990, -3.96631], [5.40391, 4.40330, -3.35091], [5.44181, 1.19040, -2.31511], [3.03241, 1.51980, -2.46441], [1.51361, 4.89610, -3.29261], [-0.17979, 3.19400, -2.22581], [0.76451, 4.36560, -1.29001], [2.71061, 3.56880, 0.11289], [2.88211, 1.23670, 1.55839], [0.12031, 0.69510, -1.47751], [0.23381, 1.93470, -5.47341], [0.48751, 1.42110, -3.79081], [4.32331, -1.29730, -4.81401], [1.98121, -0.56560, -3.89481], [6.06841, 5.21210, -3.60851], [-3.90869, -3.96400, 2.98309], [-2.90209, -2.80510, 3.00809], [-1.54869, -3.30010, 3.52779], [-3.40149, -1.67310, 3.90249], [-2.75879, -2.35370, 1.67669], [-2.18509, -1.06430, 0.88299], [-0.61709, -1.24560, 0.57129], [-3.00359, -0.95710, -0.51141], [-4.10059, -1.69110, -1.05141], [-3.61839, -3.08680, -1.45001], [-4.58979, -0.91780, -2.28111], [-5.23669, -1.80110, -0.03431], [-2.29169, 0.31070, 1.76389], [-2.69339, 1.63340, 1.45589], [-2.28839, 2.02810, 0.03589], [-4.20869, 1.75940, 1.61329], [-1.97539, 2.54560, 2.45649], [-3.97019, -4.43590, 3.95949], [-3.60239, -4.70720, 2.25249], [-4.90099, -3.60880, 2.71749], [-1.64749, -3.70700, 4.53149], [-0.86129, -2.46090, 3.54619], [-1.15819, -4.06640, 2.86489], [-3.41669, -1.98730, 4.94209], [-4.40259, -1.37990, 3.60549], [-2.74619, -0.81540, 3.78109], [-2.82539, -3.01230, -2.19091], [-4.43869, -3.66630, -1.86261], [-3.22979, -3.58390, -0.56591], [-3.78269, -0.77290, -2.99411], [-4.97319, 0.05680, -1.98811], [-5.38959, -1.46890, -2.76661], [-4.86989, -2.30470, 0.85149], [-6.06459, -2.36630, -0.45181], [-5.59509, -0.81280, 0.24299], [-2.84639, 1.44000, -0.68521], [-1.23209, 1.81620, -0.09261], [-2.47799, 3.08680, -0.12591], [-4.69079, 1.05910, 0.93829], [-4.53589, 2.76890, 1.37269], [-4.50219, 1.52240, 2.63229], [-0.90149, 2.51540, 2.28329], [-2.17529, 2.20770, 3.46869], [-2.32049, 3.56940, 2.34779]],
  "forces_ev_per_a": [[0.384, 0.520, 0.340], [-0.419, -0.234, -0.292], [1.247, -0.118, 0.311], [-0.301, 0.077, -0.195], [0.216, 0.047, -0.018], [0.230, -0.399, 0.446], [-0.065, 0.167, -0.171], [-0.061, 0.058, -0.259], [0.065, -0.090, -0.008], [-0.118, 0.375, 0.417], [-0.005, -0.126, -0.438], [-0.327, -0.157, -0.120], [0.008, -0.018, -0.106], [-0.162, 0.116, 0.134], [0.093, -0.042, -0.081], [0.079, -0.036, -0.019], [-0.130, 0.016, -0.041], [-0.023, -0.149, 0.002], [0.023, -0.110, -0.017], [-0.008, -0.004, 0.167], [-0.074, 0.177, 0.028], [-0.119, 0.235, -0.045], [0.218, -0.032, 0.009], [-0.437, 0.077, -0.035], [-0.056, 0.044, -0.020], [0.278, 0.144, 0.046], [-0.180, 0.364, -0.067], [-0.016, 0.178, 0.290], [-0.096, 0.568, -0.829], [0.007, -0.430, 0.291], [0.200, -0.154, 0.463], [0.317, 0.508, 0.081], [-0.350, -0.437, 0.030], [-0.076, -0.202, -0.114], [-0.145, -0.002, -0.066], [-0.073, 0.023, -0.213], [0.078, 0.298, -0.278], [0.109, -0.443, 0.141], [0.115, 0.037, -0.149], [-0.516, 0.133, 0.232], [0.219, 0.163, -0.191], [0.088, 0.002, -0.167], [0.098, -0.420, 0.181], [0.013, 0.205, -0.057], [0.082, 0.042, -0.007], [0.102, -0.187, 0.023], [-0.030, -0.073, 0.086], [0.009, -0.350, 0.226], [-0.001, 0.050, 0.136], [-0.114, -0.106, -0.036], [0.160, 0.224, 0.024], [0.157, 0.041, 0.225], [-0.311, 0.013, -0.281], [0.024, -0.124, 0.199], [-0.055, 0.001, -0.019], [0.122, -0.228, 0.026], [-0.096, -0.179, 0.141], [0.073, 0.053, -0.049], [0.250, 0.336, -0.018], [-0.153, -0.396, 0.680], [-0.340, 0.158, -0.268], [0.136, -0.178, -0.255], [-0.068, -0.027, -0.050], [0.682, -0.072, -0.132], [-0.352, -0.371, -0.517], [-0.004, 0.291, -0.111], [-0.510, -0.186, -0.422], [0.027, 0.396, 0.152], [0.183, -0.163, 0.342], [0.278, 0.067, -0.115], [-0.085, -0.172, 0.130], [-0.192, 0.724, 0.072], [-0.158, -0.220, 0.263], [0.357, -0.107, 0.008], [-0.226, -0.312, -0.238], [0.001, -0.055, 0.139], [0.065, -0.118, -0.085], [-0.089, 0.056, -0.053], [0.021, -0.027, 0.077], [0.221, 0.134, 0.075], [0.100, -0.163, -0.092], [-0.036, -0.035, 0.137], [-0.215, 0.107, -0.032], [0.036, 0.119, 0.181], [0.072, -0.002, -0.096], [-0.076, -0.114, -0.055], [0.030, -0.194, 0.071], [0.131, -0.017, -0.080], [-0.033, 0.121, 0.046], [-0.116, -0.055, -0.090], [-0.130, -0.087, 0.109], [-0.116, -0.056, -0.071], [-0.078, 0.104, 0.019], [-0.057, -0.005, -0.176], [0.111, 0.127, -0.006], [0.012, 0.096, -0.048], [-0.141, -0.046, -0.096], [-0.056, 0.063, -0.008], [-0.063, -0.022, 0.128], [0.179, 0.049, -0.032], [-0.046, -0.015, 0.182], [-0.001, 0.157, 0.025]],
  "mulliken_charge": [-0.481, -0.299, -0.452, -0.818, -1.203, 0.740, -0.795, -0.723, -1.016, 0.277, 0.668, 0.403, 0.205, 0.514, 0.401, 0.386, 0.671, 0.175, 0.529, 0.454, 0.545, 0.103, -0.210, -0.115, -1.608, 0.585, -0.357, -0.004, -1.526, 0.792, -1.301, -0.741, 0.539, -0.918, -0.440, -0.092, -0.244, 0.992, -0.144, -0.163, -0.611, -0.783, 0.510, -0.233, -0.573, 0.522, 0.792, 0.866, 0.336, 0.565, 0.653, 0.784, 0.898, 0.350, -0.093, 0.469, 0.561, 0.486, -1.932, 1.716, -1.478, -1.567, -0.166, -1.809, 1.134, -0.356, 1.746, -1.594, -1.889, -1.471, 1.635, 2.060, -1.146, -1.878, -1.907, 0.440, 0.363, 0.420, 0.566, 0.135, 0.275, 0.457, 0.391, 0.174, 0.312, 0.526, 0.131, 0.323, 0.365, 0.465, 0.043, 0.594, 0.303, 0.102, -0.034, 0.625, 0.238, 0.507, 0.307, 0.203, 0.386, 0.458],
  "e_homo_ev": -10.74,
  "e_lumo_ha": -0.0902,
  "fmax_ev_per_a": 1.291,
  "total_charge": 1,
  "de_lowest_ev": 0.269,
  "gap_ev": 8.3
}

=====

(2)
{
  "formula": "C36H51ClFNNbO8S",
  "method": "ωB97M-V/def2-TZVPD",
  "species": ["C", "C", "Nb", "F", "C", "C", "C", "S", "C", "C", "C", "C", "C", "C", "C", "C", "C", "C", "C", "C", "N", "C", "C", "C", "C", "C", "C", "C", "Cl", "H", "H", "H", "H", "H", "H", "H", "H", "H", "H", "H", "H", "H", "H", "H", "H", "H", "H", "H", "H", "H", "H", "H", "H", "H", "H", "H", "H", "H", "H", "H", "H", "H", "H", "H", "H", "H", "H", "H", "H", "H", "H", "H", "C", "C", "C", "O", "C", "C", "C", "O", "O", "O", "H", "H", "H", "H", "C", "C", "C", "O", "C", "C", "C", "O", "O", "O", "H", "H", "H", "H"],
  "xyz": [[3.64466, 0.93030, 3.85784], [2.31285, 1.29041, 3.49135], [0.24317, 1.34612, 2.52386], [0.75338, -0.03968, 1.00333], [0.86154, 3.05862, 1.13670], [2.48226, 3.24908, 0.96383], [3.20015, 2.00498, 0.11366], [2.32868, 1.65982, -1.53650], [-0.61600, -0.25503, 3.91054], [0.49838, -1.42021, 4.35458], [-0.16096, -2.91569, 4.47537], [-0.58076, -3.61311, 3.05384], [0.24739, -3.08456, 1.74254], [0.50906, -4.32814, 0.65496], [0.89936, -3.56131, -0.77143], [1.04564, -4.58513, -2.04372], [2.33484, -4.20611, -3.03014], [2.07170, -2.72987, -3.76216], [3.42343, -1.74901, -3.66923], [4.34074, -1.84858, -5.02449], [4.08762, -0.76496, -6.05102], [3.08328, -0.87121, -7.19864], [3.20242, 0.54023, -8.04288], [4.36640, 1.44319, -7.29750], [4.87708, 0.55660, -6.00747], [-1.91237, 1.63214, 1.70341], [-2.54158, 0.25891, 1.06415], [-2.66595, 0.26745, -0.57869], [-4.25284, -0.00171, 1.77647], [4.76267, 0.58005, 4.08633], [-0.19988, 2.63547, 3.76743], [0.31845, 2.96046, 0.08435], [0.45494, 4.07658, 1.60245], [3.05311, 3.50462, 1.96359], [2.62850, 4.20660, 0.26665], [3.36519, 1.04109, 0.76186], [4.27447, 2.40438, -0.17579], [1.93212, 0.31019, -1.52699], [-0.94303, 0.31712, 4.90608], [-1.62563, -0.74888, 3.50925], [1.48755, -1.36418, 3.71909], [0.81865, -1.10994, 5.46204], [-1.17479, -2.78164, 5.09157], [0.51260, -3.62989, 5.15127], [-0.33317, -4.77528, 3.15849], [-1.76183, -3.57312, 2.89913], [-0.47094, -2.33387, 1.16332], [1.30793, -2.64260, 1.96366], [1.50235, -4.85226, 1.01924], [-0.40800, -5.04883, 0.56120], [0.04348, -2.77461, -0.95484], [1.90456, -2.96561, -0.68048], [0.04177, -4.53086, -2.67935], [1.11703, -5.67579, -1.62490], [3.29982, -4.22159, -2.36316], [2.40377, -5.08226, -3.83763], [1.91572, -2.96090, -4.89939], [1.15212, -2.24396, -3.22532], [4.06652, -2.21955, -2.78050], [3.15597, -0.66120, -3.32900], [5.48562, -1.87577, -4.73734], [4.12604, -2.89082, -5.56209], [2.36013, -1.79509, -7.41641], [2.58607, 0.86419, -8.98610], [4.75218, 2.52315, -7.60194], [5.70027, 0.88563, -5.21190], [-1.88164, 2.43576, 0.83040], [-2.59290, 2.12522, 2.54826], [-1.80083, -0.61560, 1.34015], [-3.81727, 0.28314, -0.84381], [-2.27531, -0.80022, -0.93818], [-2.03884, 1.09937, -1.11167], [-3.63332, 1.30831, -6.09962], [-4.01331, 2.38515, -5.40916], [-3.07746, 3.07960, -4.48203], [-3.44935, 4.07800, -3.87547], [-1.72343, 2.52546, -4.32677], [-1.34476, 1.44657, -5.01471], [-2.27167, 0.76894, -5.96222], [-1.88885, -0.20991, -6.59425], [-0.07461, 0.91891, -4.87156], [-5.29236, 2.89631, -5.53110], [-4.30255, 0.79509, -6.77862], [-1.05918, 3.02928, -3.63635], [-0.04460, 0.14406, -5.47422], [-5.32035, 3.67464, -4.93303], [-3.44915, 3.46542, 8.52303], [-2.94187, 3.58909, 7.29498], [-3.02629, 2.47757, 6.30754], [-2.56783, 2.62744, 5.18044], [-3.66346, 1.22241, 6.73555], [-4.16758, 1.09776, 7.96476], [-4.10759, 2.21869, 8.94254], [-4.59608, 2.08041, 10.05897], [-4.76533, -0.07996, 8.37447], [-2.31920, 4.75695, 6.89436], [-3.39673, 4.26608, 9.25002], [-3.70222, 0.41649, 6.01394], [-5.05027, 0.08054, 9.30052], [-2.03970, 4.59849, 5.96644]],
  "forces_ev_per_a": [[-7.564, 1.861, -2.347], [10.035, -2.734, 2.914], [1.065, -2.038, -1.885], [-0.569, 1.551, 1.682], [-0.343, 1.897, -0.185], [-0.247, 0.472, -1.561], [1.200, 0.582, 1.307], [0.240, -0.737, 0.645], [-1.326, -0.616, 1.386], [-0.143, 0.445, 1.179], [-0.791, 0.417, 0.531], [0.538, -1.148, 0.234], [-1.240, -1.032, -0.982], [1.288, 1.851, 0.055], [-0.496, -0.332, -0.043], [-0.376, 0.310, -0.189], [-1.133, -0.592, 0.259], [1.156, -0.505, 0.227], [0.000, -1.104, 0.864], [-0.021, -0.988, 0.190], [0.047, 2.516, -1.787], [2.333, 4.860, -0.433], [2.529, -1.771, 4.247], [-1.325, -4.682, 2.101], [-3.331, 0.409, -4.612], [-1.158, 1.152, -0.527], [1.865, 0.886, -0.540], [-0.406, -1.389, 0.292], [1.169, -0.262, -0.368], [-3.204, 1.049, -0.607], [0.273, -0.469, -0.537], [1.357, 0.168, 2.038], [0.795, -1.935, -1.016], [-1.223, -0.965, -1.980], [-0.189, -1.890, 1.349], [-0.679, 1.863, -1.337], [-2.132, -0.920, 0.466], [0.499, 1.423, 0.660], [0.571, -1.256, -1.953], [2.117, 0.836, 0.844], [-2.088, -0.337, 1.149], [-0.491, -0.723, -2.392], [2.202, -0.229, -1.201], [-1.209, 1.496, -1.689], [-0.559, 2.342, -0.173], [2.644, 0.189, 0.136], [1.976, -1.204, 1.381], [-2.351, -0.556, -0.280], [-2.225, 0.500, -0.718], [1.821, 1.339, 0.092], [1.746, -1.463, 0.193], [-1.893, -1.081, 0.171], [2.145, -0.189, 1.209], [0.090, 1.950, -0.904], [-1.758, 0.147, -1.367], [0.050, 1.991, 1.676], [-0.238, 0.680, 2.161], [1.722, -0.800, -1.333], [-1.231, 1.152, -1.915], [0.597, -1.961, -1.051], [-2.348, 0.368, -0.691], [0.392, 2.241, 1.183], [2.085, 2.272, 0.881], [1.378, -0.899, 2.187], [-0.988, -2.740, 0.810], [-2.244, -1.323, -1.851], [-0.089, -1.537, 1.721], [1.302, -1.366, -1.817], [-2.120, 1.457, -0.286], [2.466, 0.331, 0.335], [-0.743, 2.346, 0.577], [-1.282, -1.511, 1.211], [0.226, -0.219, -0.100], [-1.745, 0.214, -0.525], [0.546, 0.653, 0.800], [-0.107, -0.685, -0.605], [-0.355, 0.339, 0.085], [1.927, -0.399, 0.567], [-0.295, -0.701, -0.651], [-0.055, 0.673, 0.529], [-1.989, 0.154, -0.726], [1.768, -0.070, 0.631], [0.046, 0.031, 0.043], [-0.014, -0.039, -0.007], [0.086, 0.333, 0.228], [0.057, -0.323, -0.208], [-0.242, -0.259, 0.333], [0.809, 1.843, -0.100], [0.295, -0.537, -1.269], [-0.475, 0.241, 1.178], [0.094, 0.111, -0.137], [-0.531, -1.511, -0.079], [-0.018, 0.549, 0.678], [0.175, -0.204, -0.644], [0.503, 1.677, 0.300], [-0.775, -1.888, -0.099], [-0.010, -0.055, -0.046], [0.035, 0.044, -0.018], [0.142, -0.037, -0.425], [-0.045, 0.001, 0.283]],
  "mulliken_charge": [-0.477, 0.021, -0.064, -0.492, -0.513, -0.540, -0.326, -0.243, -0.366, -0.130, -0.735, -0.545, 0.741, -0.923, 0.295, -0.747, -0.669, -0.199, 0.259, -1.086, 0.277, -0.228, -0.448, -0.407, -0.253, -0.973, 1.875, -0.792, -0.288, 0.270, 0.161, 0.169, 0.278, 0.286, 0.290, 0.121, 0.323, 0.054, -0.010, 0.070, 0.028, 0.384, 0.192, 0.319, 0.286, 0.280, -0.659, 0.077, 0.266, 0.305, -0.139, 0.150, 0.258, 0.324, 0.297, 0.311, 0.202, 0.121, 0.283, -0.198, 0.307, 0.369, 0.292, 0.274, 0.276, 0.282, 0.394, 0.176, -1.072, 0.353, 0.170, 0.080, -0.937, 0.351, 0.991, -0.623, -0.761, 0.101, 0.933, -0.639, -0.414, -0.575, 0.408, 0.500, 0.281, 0.350, -0.849, 0.245, 0.745, -0.410, -0.820, 0.466, 0.834, -0.641, -0.581, -0.592, 0.410, 0.506, 0.337, 0.359],
  "e_homo_ev": -4.97,
  "e_lumo_ha": 0.0037,
  "fmax_ev_per_a": 10.802,
  "total_charge": -1,
  "gap_ev": 5.1
}